1.
Formula: C12H18FO9
Source: the Open Molecules 2025 dataset
Level of theory: ωB97M-V/def2-TZVPD

Summary:
HOMO-LUMO gap = 8.86 eV
lowest unoccupied orbital energy = 0.110 hartree
total charge = -1
ΔE to the lowest compared entry with this formula, charge and spin = 52.0 kcal per mole
highest occupied orbital energy = -0.215 Ha

Element x y z (Å)
C1 2.748416 0.112652 -1.722112
C2 3.141347 -1.680658 -0.446686
H1 3.465043 0.885090 -1.902929
C3 -2.288427 -0.903983 -2.188066
H2 0.580389 -2.917343 -2.172675
O1 2.746212 -0.831301 0.318690
H3 -2.118985 0.227313 -1.975079
C4 -0.663287 2.385719 1.778679
H4 -3.399333 1.473240 1.518487
C5 0.246112 1.484821 3.662986
F1 -0.221475 1.937714 -1.527745
O2 0.711308 1.379260 4.800958
H5 -0.198875 -0.970976 -1.393101
C6 -0.338382 -2.631985 -2.416043
C7 -2.738347 -2.001995 -0.197098
H6 2.780336 2.340594 -0.483025
C8 -2.762176 0.844756 2.219876
O3 -0.370218 0.498921 3.067973
O4 3.051754 -1.252065 -1.743258
H7 -2.389064 -1.208953 -3.290677
H8 1.818885 0.206826 -2.403600
H9 2.413141 2.006560 1.113713
H10 1.085218 0.476884 -0.430138
O5 0.239845 2.570493 2.888205
O6 3.344534 -2.893172 -0.205454
C9 2.861709 1.630228 0.294705
C10 2.325864 0.333187 -0.355144
H11 -1.311827 -3.365738 -2.410376
H12 0.029709 2.503856 0.890174
C11 -1.172908 1.006865 1.938492
C12 -0.969289 -1.519655 -1.552310
O7 -3.273137 -1.528199 -1.383185
O8 -1.483735 -1.991775 -0.264875
O9 -3.385251 -2.410444 0.721278
H13 3.944127 1.473704 0.396062
H14 -0.216150 -2.214297 -3.393958
H15 -2.845139 1.164719 3.351755
H16 -0.793843 0.502394 1.280115
H17 -1.443532 3.097590 1.670628
H18 -3.150571 -0.220845 1.944760

Cartesian forces (eV/Å) of the 6 atoms listed first:
C -3.0 0.4 -2.5
C 0.9 -8.7 -4.1
H 1.4 -0.3 -1.2
C 2.8 0.8 0.4
H 3.5 -2.0 1.8
O -1.5 4.0 5.4

2.
Formula: C12H18IN6OPtS2
Source: the Open Molecules 2025 dataset
Level of theory: ωB97M-V/def2-TZVPD

Summary:
HOMO-LUMO gap (spin up / spin down) = 8.02 / 6.50 eV
lowest unoccupied orbital energy (spin up / spin down) = -0.085 / -0.166 hartree
total charge = +1
ΔE to the lowest compared entry with this formula, charge and spin = 0.0 kcal per mole
multiplicity = 3
highest occupied orbital energy (spin up / spin down) = -0.379 / -0.405 Ha

Element x y z (Å)
H1 -3.104123 -4.164072 -1.070524
H2 -2.574017 -2.974115 0.124321
N1 2.155325 1.565085 0.644635
O1 0.449426 -0.518519 -1.123529
N2 3.322092 -0.060280 -0.551457
H3 -1.002335 0.577359 -2.700356
H4 4.066444 3.928667 2.025116
H5 4.182896 -0.352304 -0.976954
S1 -0.649345 4.733754 3.034547
H6 -2.354406 0.712457 -1.552011
H7 -3.085994 3.426031 2.420516
N3 -1.586296 -1.237493 -1.830178
C1 -0.979774 -3.827773 -1.016838
N4 -0.060322 2.774326 1.521082
C2 1.145490 3.357369 1.899669
N5 -2.370608 3.006799 1.850420
C3 -1.900021 0.090817 -2.330193
H8 2.034627 -2.862107 -0.936123
Pt1 0.084087 1.031524 0.337889
C4 1.223509 -2.904084 -0.206403
C5 -0.401150 -1.469779 -1.251251
S2 4.667002 1.960559 0.672835
H9 -2.606969 -0.011340 -3.151619
C6 3.648021 3.081256 1.510217
H10 -2.719396 -2.631155 -2.906925
N6 -0.073179 -2.698223 -0.834532
H11 -3.595956 -1.725404 -1.673335
H12 -0.808915 -4.302290 -1.988329
H13 -2.509377 2.027759 1.630976
C7 -2.655966 -2.234629 -1.889364
H14 1.394707 -2.159074 0.569102
C8 2.356903 2.718926 1.385976
C9 1.015898 4.435579 2.695804
C10 -1.091529 3.382416 2.057633
H15 1.226166 -3.889337 0.252051
I1 -1.183423 -0.565260 2.081017
H16 -0.753656 -4.560308 -0.244210
H17 2.442479 -0.434410 -0.893764
C11 -2.410807 -3.343954 -0.889075
H18 1.786781 5.061497 3.110922
C12 3.275711 1.053729 0.192241

Cartesian forces (eV/Å) of the 6 atoms listed first:
H 0.0 0.0 0.0
H 0.0 0.0 0.0
N 0.0 0.0 0.0
O 0.0 0.0 0.0
N 0.0 0.0 0.0
H 0.0 0.0 0.0

3.
Formula: C12H18INO9S2
Source: the Open Molecules 2025 dataset
Level of theory: ωB97M-V/def2-TZVPD

Summary:
SMILES = O=C1O[C@@H](S)[C@@](I)(N=C=S)O1.CCOC(=O)OC.CCOC(=O)OC
HOMO-LUMO gap = 9.38 eV
lowest unoccupied orbital energy = -0.029 hartree
highest occupied orbital energy = -0.374 Ha

Element x y z (Å)
C1 -0.858020 3.660897 -8.441535
H1 1.058323 -4.021535 3.469709
H2 1.809007 -4.721875 4.920021
S1 -1.878706 2.291890 1.674606
H3 -0.795726 0.821206 -3.760764
C2 -1.229163 2.501066 -6.467547
H4 0.857599 -1.811971 4.661058
O1 -0.375002 -0.069928 1.547428
H5 -1.459524 3.011323 -9.077710
S2 -0.161174 3.356852 -1.458948
H6 4.959878 -0.922964 8.560936
H7 -1.451645 4.502022 -8.085728
O2 -0.305606 -2.340725 1.561451
O3 3.271348 -1.329373 5.292539
C3 -0.357949 1.807983 -1.296423
C4 -1.458205 1.175679 -4.548142
C5 -0.613364 -1.362369 1.050736
H8 -2.093934 1.949971 -4.113109
H9 2.646267 -3.473338 4.016254
C6 2.830144 -1.799687 6.309300
H10 -2.969888 0.339362 -5.852176
I1 -3.627757 0.418994 -1.077183
C7 0.990580 -2.747925 5.206265
H11 5.401318 -1.662948 7.014210
H12 -0.022880 4.044597 -9.023502
O4 -2.404589 2.761960 -6.496810
H13 4.592557 -0.065996 7.057279
H14 -2.612385 2.174943 2.818737
O5 3.393187 -1.708640 7.520331
O6 1.712462 -2.518833 6.426039
H15 -0.000383 -3.095523 5.498182
O7 -0.613870 1.735741 -5.563772
O8 -1.327358 -1.220128 -0.141910
N1 -0.500846 0.610311 -1.206422
O9 -0.315516 2.912979 -7.353404
C8 -1.583697 0.577222 1.170362
H16 -2.846369 -0.451508 -4.276332
C9 4.658449 -1.048416 7.523174
C10 -2.273367 0.013971 -5.079234
H17 -1.620595 -0.735383 -5.531082
C11 1.662157 -3.801692 4.350638
H18 -2.494298 0.052802 1.539906
C12 -1.591458 0.188983 -0.337428

Cartesian forces (eV/Å) of the 6 atoms listed first:
C 0.0 0.2 -0.3
H 0.0 0.0 0.1
H -0.2 0.0 0.0
S 0.7 0.3 -0.2
H 0.2 0.1 -0.2
C 0.0 -0.2 0.0

4.
Formula: C12H18LiN6
Source: the Open Molecules 2025 dataset
Level of theory: ωB97M-V/def2-TZVPD

Summary:
HOMO-LUMO gap = 12.19 eV
lowest unoccupied orbital energy = -0.065 hartree
total charge = +1
highest occupied orbital energy = -0.513 Ha

Element x y z (Å)
C1 -1.192318 1.672680 -2.624851
H1 -4.531957 -0.579598 0.441102
H2 -1.158367 3.681597 -2.919706
N1 -0.507061 -1.939657 -0.508295
N2 0.851673 2.257766 0.153446
H3 2.925876 4.570522 0.683874
N3 -1.744326 0.201513 1.312608
C2 -0.828747 -3.037835 -0.577637
H4 -2.439636 2.893557 -3.781468
C3 -1.243037 -4.454324 -0.647395
H5 -2.203305 -4.554314 -1.136461
H6 -1.441977 -4.825370 0.376064
H7 -4.689539 0.216455 2.095846
C4 0.916243 0.072187 3.130262
H8 -0.491473 -5.028042 -1.133251
C5 2.762716 -1.401478 -1.292955
H9 2.065816 4.959739 -0.809815
N4 2.187614 -0.435829 -0.994846
H10 -0.745505 2.744740 -4.355763
C6 0.667786 0.466358 4.475618
H11 -0.182124 1.162413 4.444946
H12 2.725289 -3.495164 -1.224323
Li1 0.285542 0.166187 0.101522
H13 4.319880 -2.844552 -1.096015
N5 1.043326 -0.213963 2.039997
C7 -2.831273 -0.112743 1.447378
H14 1.536514 0.920374 4.908172
H15 0.445873 -0.443451 5.040307
H16 3.594500 -2.715802 -2.672339
H17 -4.330638 -1.471758 1.899956
N6 -1.049532 0.840394 -1.868241
C8 1.625751 3.087731 -0.039281
C9 -1.391082 2.780377 -3.486771
C10 3.384457 -2.704075 -1.617478
C11 -4.192774 -0.479246 1.448245
C12 2.547764 4.184700 -0.250182
H18 3.308044 3.857905 -0.962286

Cartesian forces (eV/Å) of the 6 atoms listed first:
C -0.2 0.2 -0.2
H -0.6 0.5 -0.6
H 0.1 0.1 0.0
N 0.1 -0.1 0.1
N 0.6 0.4 -0.2
H 0.3 0.0 0.1

5.
Formula: C12H18N2O2
Source: the Open Molecules 2025 dataset
Level of theory: ωB97M-V/def2-TZVPD

Summary:
SMILES = CCOC(=O)[C@@H](CN(C)C)c1ccncc1
HOMO-LUMO gap = 9.33 eV
lowest unoccupied orbital energy = 0.028 hartree
ΔE to the lowest compared entry with this formula, charge and spin = 28.0 kcal per mole
highest occupied orbital energy = -0.315 Ha

Element x y z (Å)
C1 0.946848 -1.985993 -1.974415
O1 1.165393 -0.054764 1.784881
H1 1.873417 -1.719636 -1.452433
C2 3.151122 1.313143 0.974540
N1 -0.184191 -1.377179 -1.295116
H2 -0.416265 1.831812 -0.222875
C3 -2.819912 0.811504 0.323377
H3 2.875804 1.913418 1.850628
C4 4.184225 2.007549 0.129570
C5 0.973269 0.560034 0.748466
H4 -2.704546 -1.073093 3.660356
C6 -3.962333 0.561283 1.104697
C7 -2.733743 -0.552499 2.698913
O2 1.989383 1.188912 0.129468
H5 0.742617 0.417381 -1.804839
H6 -1.227776 -3.098875 -1.767539
H7 -0.608517 -0.749960 2.383475
H8 0.812515 -3.073441 -1.951783
H9 4.481476 1.384622 -0.723373
C8 -1.432298 -2.026528 -1.665675
H10 3.479280 0.322151 1.302352
H11 5.073140 2.203633 0.731759
H12 -1.821994 -1.650704 -2.632080
C9 -1.537989 -0.358648 1.981986
C10 -1.576684 0.355491 0.785110
C11 -0.338712 0.751381 -0.012248
C12 -0.202874 0.072794 -1.347342
H13 -4.937558 0.932852 0.774558
H14 -2.920260 1.379804 -0.604297
H15 -2.196270 -1.877616 -0.892984
H16 3.806024 2.962615 -0.255035
H17 1.017852 -1.662113 -3.029049
H18 -1.043452 0.408162 -1.984312
N2 -3.906993 -0.117481 2.251264

Cartesian forces (eV/Å) of the 6 atoms listed first:
C 0.0 0.2 0.0
O -0.2 0.8 -1.2
H -0.1 -0.1 -0.2
C 0.3 0.1 -0.3
N 0.0 -0.4 0.3
H 0.1 -0.3 0.1

6.
Formula: C12H18N2O6S2
Source: the Open Molecules 2025 dataset
Level of theory: ωB97M-V/def2-TZVPD

Summary:
HOMO-LUMO gap = 6.54 eV
lowest unoccupied orbital energy = -0.023 hartree
highest occupied orbital energy = -0.263 Ha

Element x y z (Å)
H1 2.474689 1.664395 -0.061008
H2 2.051117 -3.110459 2.249722
O1 -1.951959 -1.809801 -1.244252
C1 -2.577466 -3.787144 -0.084087
S1 1.367683 0.614377 -2.651305
H3 -0.196962 -4.157884 1.085747
H4 1.763206 -0.690594 -0.602813
C2 1.760556 -2.178066 -2.238535
C3 1.445621 -3.345454 -0.213111
H5 -1.401315 2.016655 -2.085132
H6 1.019994 -1.605103 2.317693
H7 -1.270385 -4.645019 -2.170863
H8 1.769274 -4.427499 -0.131778
C4 1.420822 1.966586 -0.250361
N1 0.665770 1.604729 -1.397207
N2 -0.710616 2.800407 -0.151407
C5 -0.595631 2.124558 -1.331231
C6 0.276368 -3.173127 0.849522
H9 2.328814 -2.737931 0.112331
O2 -2.382681 4.929950 1.756789
O3 -0.383294 5.517317 2.663300
C7 0.994996 -2.720459 2.205423
H10 -1.568032 3.280395 0.190952
O4 1.021474 -3.138722 -1.574432
C8 -1.343542 5.635061 1.869569
C9 -1.243447 6.803876 0.883601
O5 2.113126 -2.425363 -3.365996
S2 -1.744423 -5.195154 -0.995582
C10 -1.695104 -2.513545 -0.294122
H11 -3.572502 -3.662466 -0.583040
H12 3.236480 -0.633059 -1.754456
H13 -2.090336 7.479103 1.021597
H14 0.772496 3.159872 1.575885
H15 -0.322422 7.369536 1.032067
H16 -1.256562 6.426926 -0.142992
H17 0.466260 -3.200466 3.080568
C11 2.124475 -0.768228 -1.663894
H18 -2.644467 -4.090240 0.989800
C12 0.518692 2.734299 0.577631
O6 -0.640769 -2.112259 0.525404

Cartesian forces (eV/Å) of the 6 atoms listed first:
H -1.2 0.3 -0.4
H -1.0 0.4 -0.1
O 0.2 -0.4 1.0
C 1.0 0.2 -0.4
S -0.2 -0.3 0.1
H 0.0 1.0 -0.7